The following is a quantum chemistry calculation of a 2-piece molecular cluster, C4H11NO2 overall at a distorted geometry, from the OMol25 dataset.

charge	0
maximum force	1.59	eV/A
LUMO energy	0.0244	Ha
HOMO-LUMO gap	10.2	eV
structure (SMILES)	CCC(N)=O.CO
highest occupied orbital energy	-9.6	eV

Geometry (Å):
C -2.024 0.630 2.200
O -2.609 -0.067 1.085
H -3.372 -0.596 1.351
H -1.202 1.149 1.717
H -1.593 -0.102 2.892
H -2.759 1.277 2.658
C 0.927 0.010 -1.796
C -0.122 -1.074 -1.986
C 1.498 0.198 -0.412
O 2.470 0.883 -0.174
N 0.843 -0.467 0.597
H 1.773 -0.158 -2.481
H 0.588 1.006 -2.081
H 0.189 -2.000 -1.549
H 1.034 -0.114 1.529
H -0.095 -0.778 0.394
H -0.295 -1.310 -3.038
H -1.074 -0.791 -1.525

The following is a quantum chemistry calculation of a 2-piece molecular cluster, C23H19N2O3 overall at a distorted geometry, from the OMol25 dataset.

charge	-1
maximum force	1.88	eV/A
LUMO energy	0.0638	Ha
HOMO-LUMO gap	4.9	eV
highest occupied orbital energy	-3.2	eV

Geometry (Å):
N -0.034 3.378 -0.848
C -0.593 4.608 -0.497
O -1.242 4.702 0.553
C -0.331 5.726 -1.395
C 0.519 5.585 -2.462
C 1.131 4.342 -2.711
C 0.759 3.265 -1.881
H -0.843 6.648 -1.136
H 0.718 6.438 -3.108
H 1.850 4.163 -3.515
H 1.175 2.271 -2.101
C 5.356 -2.350 1.071
N 4.041 -2.415 1.687
C 3.946 -3.473 2.674
C 2.944 -1.641 1.257
C 2.137 -2.043 0.160
C 1.076 -1.274 -0.282
C 0.720 -0.058 0.359
C -0.526 0.608 0.045
C -1.709 -0.020 -0.171
C -2.969 0.658 -0.644
O -3.135 1.828 -0.945
C -4.012 -0.428 -0.649
C -3.459 -1.628 -0.195
C -4.235 -2.764 0.013
C -5.601 -2.698 -0.263
C -6.167 -1.489 -0.722
C -5.378 -0.348 -0.909
C -2.025 -1.445 0.158
O -1.337 -2.322 0.665
C 1.625 0.431 1.337
C 2.640 -0.378 1.838
H 5.378 -1.565 0.308
H 6.129 -2.152 1.831
H 5.623 -3.316 0.614
H 2.927 -3.517 3.071
H 4.214 -4.443 2.226
H 4.663 -3.295 3.491
H 2.356 -2.983 -0.344
H 0.493 -1.602 -1.143
H -0.529 1.693 0.034
H -3.753 -3.663 0.390
H -6.232 -3.574 -0.114
H -7.236 -1.442 -0.920
H -5.791 0.603 -1.239
H 1.459 1.439 1.732
H 3.259 -0.061 2.682

The following is a quantum chemistry calculation of a 3-piece molecular cluster, C5H9ClN2 overall at a distorted geometry, from the OMol25 dataset.

charge	0
maximum force	4.18	eV/A
LUMO energy	0.0285	Ha
HOMO-LUMO gap	11.1	eV
highest occupied orbital energy	-10.3	eV

Geometry (Å):
C 0.809 -2.120 -0.411
C 0.922 1.358 0.473
C 1.673 -2.637 0.641
C -2.553 1.349 0.260
C -1.372 1.455 -0.738
N 0.095 -1.620 -1.137
N -0.094 1.383 -0.095
Cl 3.675 0.708 -0.384
H 1.291 -2.116 1.468
H 1.791 -3.619 0.734
H 2.654 -2.249 0.564
H -3.480 1.412 -0.185
H -2.338 0.408 0.773
H -2.620 2.164 0.902
H -1.303 2.458 -1.247
H -1.433 0.608 -1.444
H 2.282 1.058 -0.174

The following is a quantum chemistry calculation of C15H15AlCl2NO2S5 as an isolated structure, from the OMol25 dataset.

charge	-1
maximum force	0.69	eV/A
LUMO energy	0.0565	Ha
HOMO-LUMO gap	5.0	eV
highest occupied orbital energy	-3.5	eV

Geometry (Å):
Al -0.420 -0.060 -0.323
Cl -5.351 -0.621 -5.698
C -4.308 -0.287 -4.352
C -4.520 0.881 -3.614
C -3.723 1.182 -2.541
Cl -4.000 2.612 -1.626
C -2.648 0.330 -2.139
O -1.959 0.592 -1.096
C -2.467 -0.840 -2.921
C -1.401 -1.733 -2.600
O -0.537 -1.544 -1.737
C -3.299 -1.143 -4.014
H -5.323 1.550 -3.889
H -1.315 -2.637 -3.217
H -3.129 -2.049 -4.581
C 4.924 -1.257 -0.815
S 3.949 -1.215 0.708
C 3.471 0.469 0.687
C 2.541 1.023 -0.116
S 1.638 0.219 -1.370
S 2.338 2.737 0.060
C 3.502 3.006 1.306
S 3.823 4.487 1.967
S 4.302 1.552 1.772
H 5.369 -2.249 -0.877
H 5.716 -0.511 -0.785
H 4.279 -1.092 -1.675
C -1.468 -0.299 3.561
C -0.209 -0.208 2.663
C 0.602 1.017 3.123
C 0.638 -1.470 2.923
N -0.598 -0.101 1.323
H -1.218 -0.406 4.623
H -2.069 -1.154 3.251
H -2.070 0.601 3.430
H 0.967 0.912 4.149
H -0.017 1.914 3.061
H 1.461 1.156 2.463
H 0.996 -1.527 3.956
H 1.497 -1.479 2.253
H 0.041 -2.359 2.707

The following is a quantum chemistry calculation of C18H17IrN7S as an isolated structure, from the OMol25 dataset.

charge	+4
maximum force	0.72	eV/A
multiplicity	6
LUMO energy (spin up / spin down)	-0.4826 / -0.6056	Ha
HOMO-LUMO gap (spin up / spin down)	7.5 / 5.1	eV
highest occupied orbital energy (spin up / spin down)	-20.7 / -21.6	eV

Geometry (Å):
Ir -0.524 -0.885 -0.059
C -1.017 2.554 -3.029
C 0.265 2.785 -3.470
C 1.303 2.040 -2.898
C 1.019 1.096 -1.910
N -0.273 0.852 -1.503
C -1.244 1.565 -2.048
C 2.044 0.400 -1.168
C 3.443 0.561 -1.387
C 4.344 -0.039 -0.518
C 3.856 -0.729 0.575
C 2.442 -0.862 0.756
N 1.601 -0.369 -0.154
C 1.819 -1.430 1.945
C 2.554 -1.851 3.044
C 1.889 -2.233 4.217
C 0.515 -2.170 4.233
C -0.168 -1.755 3.078
N 0.448 -1.401 1.959
H -1.860 3.111 -3.418
H 0.474 3.530 -4.227
H 2.319 2.217 -3.222
H -2.253 1.365 -1.709
H 3.808 1.149 -2.218
H 5.411 0.061 -0.676
H 4.544 -1.160 1.289
H 3.634 -1.872 3.021
H 2.449 -2.554 5.086
H -0.051 -2.433 5.118
H -1.250 -1.712 3.080
C -3.314 -5.419 -1.672
C -3.614 -4.178 -0.926
N -4.794 -3.878 -0.391
N -4.651 -2.694 0.183
C -3.415 -2.195 0.074
S -2.765 -0.742 0.621
N -2.756 -3.147 -0.651
N -1.408 -2.960 -1.008
H -4.130 -5.614 -2.369
H -3.263 -6.255 -0.969
H -2.378 -5.352 -2.225
H -5.451 -2.262 0.648
H -1.345 -2.926 -2.028
H -0.867 -3.763 -0.685

The following is a quantum chemistry calculation of one molecule with the formula C17H23BrN2O5, from the OMol25 dataset.

charge	0
maximum force	0.93	eV/A
LUMO energy	0.0243	Ha
HOMO-LUMO gap	9.3	eV
structure (SMILES)	CCOC(=O)CCC(=O)NNC(=O)COc1ccc(C(C)C)cc1Br
highest occupied orbital energy	-8.6	eV

Geometry (Å):
C 3.063 -5.335 5.189
C 3.820 -5.016 3.909
H 3.551 -5.727 3.121
H 4.899 -5.032 4.074
O 3.536 -3.690 3.451
C 2.432 -3.517 2.727
O 1.678 -4.397 2.406
C 2.249 -2.052 2.375
C 1.379 -1.894 1.126
C 0.976 -0.448 0.944
O 1.520 0.343 0.203
N -0.028 -0.059 1.774
N -0.525 1.239 1.677
C -1.814 1.504 1.960
O -2.565 0.676 2.436
C -2.216 2.952 1.688
O -1.419 3.588 0.724
C -1.475 3.149 -0.569
C -2.247 2.096 -1.039
C -2.203 1.743 -2.376
C -1.395 2.416 -3.282
C -0.621 3.470 -2.812
C -0.664 3.825 -1.480
Br 0.398 5.258 -0.829
H 0.024 4.017 -3.483
C -1.342 2.025 -4.737
C -0.833 0.590 -4.891
H 0.132 0.476 -4.405
H -1.528 -0.118 -4.445
H -0.723 0.343 -5.945
C -2.713 2.191 -5.395
H -3.068 3.213 -5.279
H -2.649 1.965 -6.456
H -3.443 1.522 -4.945
H -0.637 2.693 -5.243
H -2.814 0.918 -2.709
H -2.883 1.540 -0.367
H -2.076 3.530 2.607
H -3.280 2.976 1.424
H 0.095 1.865 1.174
H -0.661 -0.687 2.253
H 1.940 -2.206 0.245
H 0.499 -2.531 1.224
H 3.228 -1.592 2.240
H 1.770 -1.575 3.234
H 3.349 -6.321 5.545
H 1.992 -5.327 5.001
H 3.293 -4.600 5.957